No. 1
DFT (ωB97M-V with the def2-TZVPD basis set) results for a molecular structure, C28H87F2N8O16PbS2 in a non-equilibrium geometry.

Geometry as XYZ:
```
144
Properties=species:S:1:pos:R:3
Pb 2.8375 -1.9881 -0.9100
N 0.8763 -0.6312 -0.8018
S 0.2923 0.1586 0.4222
O -0.3438 -0.6798 1.3912
O -0.0788 1.5236 0.2744
F 1.7725 0.3065 1.0901
S -0.6022 -1.0989 -1.4701
O -1.5382 -0.0290 -1.7044
O -1.0392 -2.4142 -1.1913
F 0.0426 -1.2427 -2.9223
O 3.1301 -1.9734 1.7376
H 3.7372 -2.4741 2.2958
H 2.9003 -1.1620 2.2775
O 2.8558 -0.1056 -2.7658
H 2.7914 0.2029 -3.7024
H 1.9866 0.1122 -2.3949
O 2.7880 0.0141 3.4959
H 2.1177 0.7105 3.5313
H 3.1272 -0.0490 4.3977
O -1.6237 -5.0940 -0.2242
H -1.9399 -4.3695 -0.7729
H -1.5178 -4.6970 0.6572
O 1.2642 -3.9220 -0.0461
H 0.6316 -4.3448 -0.6503
H 1.0783 -4.3297 0.8392
C 4.1794 2.7683 2.4894
C 4.9165 2.7310 1.1613
C 4.2301 3.3593 -0.0309
O 4.8393 2.8943 -1.2174
C 4.1204 3.2488 -2.3779
N 6.2910 3.2371 1.3304
H 3.1242 2.5186 2.3300
H 4.1812 3.7997 2.8492
H 4.4944 2.0858 3.2737
H 5.0315 1.6598 0.9163
H 4.3261 4.4489 0.0255
H 3.1659 3.0945 -0.0428
H 4.6463 2.8889 -3.2602
H 3.8650 4.3030 -2.5081
H 3.1872 2.6718 -2.3443
H 6.7310 3.2136 0.4137
H 6.8201 2.5915 1.9047
C -4.5146 -3.9311 1.8995
C -3.5810 -2.7511 1.6194
C -4.0893 -1.4759 2.2933
O -3.3459 -0.3026 2.0052
C -3.5909 0.1649 0.6993
N -2.2530 -3.1823 2.1334
H -5.5087 -3.6032 1.5651
H -4.6390 -4.1547 2.9584
H -4.2754 -4.8153 1.3159
H -3.4727 -2.5335 0.5544
H -4.0455 -1.5384 3.3860
H -5.1667 -1.4096 2.0874
H -3.5497 -0.6676 -0.0079
H -2.8525 0.8684 0.3091
H -4.5299 0.7163 0.5879
H -2.3323 -3.2200 3.1489
H -1.6414 -2.3717 2.0038
C 0.8241 -3.4154 3.5564
C 1.6304 -4.6351 3.1606
C 2.1632 -5.4442 4.3500
O 3.1014 -4.7162 5.1310
C 4.4358 -4.9567 4.7168
N 0.7871 -5.4633 2.3113
H 1.3667 -2.7492 4.2335
H -0.1142 -3.6325 4.0766
H 0.5273 -2.7558 2.7374
H 2.5088 -4.2163 2.6561
H 2.5852 -6.3996 4.0219
H 1.3279 -5.7171 5.0022
H 4.6402 -4.6017 3.7056
H 4.7851 -5.9715 4.9238
H 5.0357 -4.3787 5.4262
H 1.1759 -6.3739 2.0847
H -0.0939 -5.6606 2.7744
C -0.1064 3.2420 -2.6987
C -0.3360 4.3633 -1.6968
C -0.7813 5.6729 -2.3594
O 0.1823 6.2909 -3.1698
C 1.3428 6.7177 -2.4994
N -1.3366 3.9129 -0.7276
H 0.7866 3.4926 -3.2838
H -0.9352 3.0926 -3.3893
H 0.1411 2.3247 -2.1630
H 0.6114 4.5638 -1.1740
H -1.2682 6.2913 -1.5939
H -1.6111 5.4245 -3.0262
H 1.9852 7.2528 -3.2014
H 1.9064 5.9221 -2.0114
H 1.0951 7.5239 -1.7955
H -1.6068 4.6430 -0.0804
H -0.9660 3.1181 -0.2206
C -3.5680 0.6321 -4.5312
C -4.6811 0.6412 -3.4901
C -5.2280 -0.7079 -3.0566
O -6.4301 -0.4834 -2.3656
C -7.1167 -1.6713 -2.0098
N -4.3725 1.5411 -2.3886
H -3.9305 0.1701 -5.4498
H -2.6573 0.1319 -4.1909
H -3.3253 1.6697 -4.7604
H -5.5157 1.1123 -4.0307
H -4.4741 -1.2448 -2.4583
H -5.3595 -1.3620 -3.9292
H -8.0879 -1.3728 -1.6136
H -6.6393 -2.1745 -1.1646
H -7.2700 -2.2746 -2.9038
H -3.4298 1.2836 -2.1023
H -4.9827 1.3621 -1.5986
C -0.8936 -0.6156 4.7557
C -1.6820 0.6521 5.0988
C -1.2228 1.4743 6.2858
O -1.6493 0.8354 7.4530
C -1.4522 1.5481 8.6519
N -1.7425 1.4773 3.8757
H 0.0998 -0.3633 4.3817
H -1.4977 -1.1417 4.0234
H -0.7292 -1.2794 5.6080
H -2.6990 0.3838 5.4232
H -1.6387 2.4898 6.2246
H -0.1246 1.5749 6.2604
H -0.4086 1.5984 8.9756
H -2.0571 1.0678 9.4145
H -1.7710 2.5899 8.5378
H -2.3031 0.9769 3.1746
H -2.3979 2.2252 4.1120
C 0.3086 0.7674 -5.4516
C 1.7450 0.4158 -5.8637
C 1.9990 0.1727 -7.3296
O 3.1729 -0.5612 -7.5003
C 3.4650 -0.8598 -8.8531
N 2.6492 1.4238 -5.2442
H 0.2592 0.9937 -4.3898
H -0.3804 -0.0060 -5.7870
H 0.0038 1.7083 -5.9224
H 1.9779 -0.5549 -5.4008
H 1.9213 1.1081 -7.9055
H 1.1280 -0.3902 -7.7088
H 2.8597 -1.6929 -9.2129
H 4.5147 -1.1576 -8.8594
H 3.4255 0.0045 -9.5199
H 2.5061 2.2551 -5.8201
H 3.5860 1.1348 -5.5465
```

Total charge: +1
Calculated total energy: -107471.213 eV
Orbital gap: 5.8 eV
LUMO level: -4.67 eV
Energy above the lowest of the compared OMol25 structures with the same formula, charge and spin: 1.721 eV

Atomic partial charges in e from the Löwdin method, atoms 1 to 6: 1.725, -0.440, 0.478, -0.225, -0.216, -0.216



No. 2
DFT (ωB97M-V with the def2-TZVPD basis set) results for a molecular structure, C24H33CoN3O2PS4.

Geometry as XYZ:
```
68
Properties=species:S:1:pos:R:3
Co 0.4039 0.4165 0.6467
C 0.3619 3.4672 2.3374
C -0.9127 2.6663 2.5644
S -0.7770 0.8682 2.7239
C 0.4091 0.5345 4.0516
C 1.8908 0.7827 3.7854
S 2.4787 0.0928 2.2079
C 3.6185 1.3943 1.6773
C 3.0425 2.8118 1.6318
S 1.3759 2.9139 0.9224
H 0.9910 3.4678 3.2251
H 0.0756 4.5012 2.1465
H -1.5814 2.7588 1.7058
H -1.4296 3.0590 3.4408
H 0.2407 -0.5239 4.2601
H 0.1034 1.0828 4.9441
H 2.4695 0.3331 4.5925
H 2.1091 1.8456 3.7858
H 3.9352 1.0779 0.6821
H 4.4993 1.3751 2.3202
H 3.6974 3.4240 1.0117
H 3.0289 3.2781 2.6155
O -1.7147 2.3350 -2.2620
C -0.8178 1.8335 -1.6293
O -0.8956 1.4551 -0.3823
C 0.5713 1.6631 -2.2860
P 1.4016 0.2180 -1.5601
C 0.8320 -1.1809 -2.5702
C -0.5270 -1.4974 -2.4942
C -1.0415 -2.5386 -3.2503
C -0.2049 -3.2852 -4.0716
C 1.1464 -2.9798 -4.1429
C 1.6648 -1.9267 -3.3998
C 3.1856 0.3568 -1.8368
C 3.7719 1.3942 -2.5547
C 5.1563 1.4957 -2.6326
C 5.9621 0.5598 -2.0032
C 5.3848 -0.4830 -1.2871
C 4.0063 -0.5771 -1.1968
H 1.1426 2.5548 -2.0120
H 0.4739 1.6275 -3.3691
H -1.1898 -0.9409 -1.8403
H -2.1003 -2.7590 -3.2019
H -0.6082 -4.0961 -4.6640
H 1.7984 -3.5505 -4.7911
H 2.7162 -1.6818 -3.4821
H 3.1560 2.1232 -3.0656
H 5.6028 2.3045 -3.1958
H 7.0389 0.6393 -2.0706
H 6.0106 -1.2163 -0.7954
H 3.5577 -1.3782 -0.6172
N -3.0999 -2.2722 2.6245
C -3.0736 -2.2875 1.2747
N -3.0239 -3.5284 0.7035
S -3.0207 -0.8953 0.3748
H -3.2660 -3.1035 3.1658
H -3.2255 -1.3791 3.0672
H -3.3840 -4.3171 1.2196
H -3.2288 -3.5333 -0.2824
C 1.7294 -4.6461 -0.3806
C 0.3075 -4.2115 -0.0177
C 0.2614 -2.8172 0.4046
N 0.2508 -1.7166 0.7209
H 1.7181 -5.6859 -0.7012
H 2.3993 -4.5563 0.4735
H 2.1163 -4.0421 -1.1997
H -0.1104 -4.8164 0.7878
H -0.3613 -4.2978 -0.8772
```

Total charge: +1
Calculated total energy: -124243.233 eV
Orbital gap (alpha / beta): 8.4 / 8.2 eV
LUMO level (alpha / beta): -2.06 / -2.39 eV
Energy above the lowest of the compared OMol25 structures with the same formula, charge and spin: 0.479 eV
Spin multiplicity: 4
⟨S²⟩: 3.76

Atomic partial charges in e from the Löwdin method, atoms 1 to 6: 0.180, -0.451, -0.468, 0.883, -0.473, -0.469



No. 3
DFT (ωB97M-V with the def2-TZVPD basis set) results for a gas-phase ion, C4H11IN2 (charge +2) in a non-equilibrium geometry.

Geometry as XYZ:
```
18
Properties=species:S:1:pos:R:3
C 0.8286 -0.5520 1.3001
N 0.3144 -0.0713 -0.0258
C 1.0148 -0.8029 -1.1297
C 0.5385 1.3825 -0.1622
C -1.0100 -0.5008 -0.0769
N -2.3585 0.4715 0.0325
I -4.2318 -0.1623 0.0589
H 1.8943 -0.3218 1.3734
H 0.3103 -0.0551 2.1205
H 0.7121 -1.6312 1.4073
H 2.0862 -0.5991 -1.0768
H 0.8765 -1.8814 -1.0475
H 0.6485 -0.4764 -2.1030
H 1.6112 1.5826 -0.1630
H 0.1319 1.7517 -1.1042
H 0.1028 1.9303 0.6724
H -1.3080 -1.5390 -0.0707
H -2.1617 1.4748 -0.0053
```

Total charge: +2
Calculated total energy: -15385.078 eV
Orbital gap (alpha / beta): 6.9 / 8.3 eV
LUMO level (alpha / beta): -11.21 / -10.21 eV
Energy above the lowest of the compared OMol25 structures with the same formula, charge and spin: 1.039 eV
SMILES: C[N+](C)(C)/C=[NH+]/I

Atomic partial charges in e from the Löwdin method, atoms 1 to 6: 0.054, -0.393, 0.051, 0.034, 0.072, -0.447



No. 4
DFT (ωB97M-V with the def2-TZVPD basis set) results for C4H5ClS in the gas phase in a non-equilibrium geometry.

Geometry as XYZ:
```
11
Properties=species:S:1:pos:R:3
S -1.6664 -1.8302 1.1760
C -0.7116 -0.7036 0.4961
C 0.1644 0.4356 0.9249
C 0.8343 0.3672 -0.4069
Cl 1.5544 1.8156 -1.0919
C -0.3301 -0.3884 -0.9945
H 0.7028 0.2993 1.9078
H -0.4800 1.2981 0.9423
H 1.6925 -0.3317 -0.2275
H -1.2261 0.1760 -1.3713
H -0.1942 -1.2891 -1.6235
```

Total charge: 0
Calculated total energy: -27585.251 eV
Orbital gap: 8.5 eV
LUMO level: -0.31 eV
Energy above the lowest of the compared OMol25 structures with the same formula, charge and spin: 1.102 eV
SMILES: S=C1CC(Cl)C1

Atomic partial charges in e from the Löwdin method, atoms 1 to 6: 0.698, -0.786, -0.222, -0.777, 0.613, -0.168



Q: Which value of total charge does entry 3 give?
A: +2



Q: total charge of number 3 (C4H11IN2)?
A: +2